Molecular formula: C3Br2N2
Method: DFT, ωB97M-V/def2-TZVPD

**Energy above the lowest of the compared OMol25 structures with the same formula, charge and spin**: 68.3 kcal/mol
**E_tot**: -5371.682041 hartree
**Kohn-Sham gap (spin up / spin down)**: 7.37 / 7.36 eV

Geometry (Å):
C  -0.101  2.721  -1.569
C  -0.557  -1.739  -3.305
C  0.522  -1.091  -2.727
N  -0.481  2.924  -2.628
N  -1.511  -2.034  -3.868
Br  0.461  2.575  0.095
Br  1.268  -1.905  -1.304

These are the Löwdin partial charges, in e, on atoms 1 to 2: C -0.897; C -0.430